1.
{"formula": "C4H8N4O", "method": "wB97M-V/def2-TZVPD", "gap_ev": 8.825, "max_force_ev_per_a": 1.033, "de_lowest_kcal_mol": 151.47, "smiles": "[H]/N=C1/N[N@H+]1[C@@]1([O-])CN1C", "lumo_energy_ha": 0.025, "species": ["C", "N", "H", "H", "O", "C", "N", "H", "N", "C", "H", "N", "H", "C", "H", "H", "H"], "coordinates": [[-1.14615, -1.11283, 0.09981], [2.21374, 1.10175, 0.70289], [-2.22835, -1.04737, 0.01098], [-0.58675, 2.20196, 0.83330], [-0.87732, -0.10110, -2.15137], [-1.24282, 1.34728, 0.64623], [1.80857, -1.21052, 0.09451], [1.53140, -1.03906, -1.97695], [1.07733, -0.80425, -1.09868], [1.61474, 0.10008, 0.31532], [-0.81903, -1.97868, 0.67664], [-0.44271, 0.16684, 0.39073], [1.82558, 2.00424, 0.45627], [-0.43336, -0.52858, -1.07367], [-1.85911, 1.21043, 1.53864], [1.43930, -1.88903, 0.75513], [-1.87505, 1.57885, -0.21980]], "forces_ev_per_a": [[0.6, 0.1, -0.3], [-0.3, -0.2, -0.6], [0.1, 0.1, 0.1], [0.0, 0.0, -0.1], [0.2, 0.0, 0.5], [0.2, -0.1, -0.1], [-0.1, 0.7, -0.3], [-0.1, -0.1, 0.2], [-0.3, -0.5, 0.1], [-0.1, 0.3, 1.0], [0.0, 0.0, -0.1], [0.5, 0.1, -0.2], [-0.1, 0.0, 0.2], [0.0, -0.3, 0.0], [0.0, 0.0, -0.1], [-0.5, -0.1, -0.4], [0.0, 0.0, 0.0]], "lowdin_charge": [-0.047, 0.186, 0.121, 0.071, -0.029, -0.081, 0.110, 0.154, 0.088, -0.318, 0.093, -0.112, 0.072, -0.614, 0.082, 0.135, 0.090]}


2.
{"formula": "C4H8N4O", "method": "wB97M-V/def2-TZVPD", "gap_ev": 9.581, "max_force_ev_per_a": 10.811, "de_lowest_kcal_mol": 206.93, "smiles": "[H]/N=C\\N(N=C)/C(C)=N\\O", "lumo_energy_ha": 0.010, "species": ["C", "H", "N", "H", "N", "H", "N", "H", "H", "H", "C", "C", "C", "H", "N", "O", "H"], "coordinates": [[-0.67876, -0.13453, 0.47023], [0.43101, -1.81936, 1.64354], [-1.88577, -0.37878, 0.21057], [0.67105, 3.40182, -0.89180], [0.96796, -1.91197, -1.10715], [-0.55424, 2.22131, 0.08472], [1.01581, 1.47566, -0.73564], [0.36260, -0.07961, 2.67846], [-1.16655, -1.35287, 2.18691], [2.24931, -0.06732, -0.95976], [-0.23716, -0.73897, 1.80742], [0.30770, 2.54154, -0.51633], [1.24392, -0.65223, -0.67433], [-1.01827, -0.25270, -1.51882], [0.36220, 0.25923, -0.56846], [-2.11790, -0.12774, -1.06322], [0.04710, -2.38350, -1.04634]], "forces_ev_per_a": [[2.3, -0.6, 3.3], [-1.2, 3.5, 0.1], [0.4, 1.0, -0.6], [0.9, 3.1, -0.5], [2.3, 2.7, 2.0], [-0.6, 1.7, -0.5], [-1.7, 3.0, -0.7], [-1.9, -1.7, -2.6], [1.5, 2.0, -0.2], [-1.5, -2.5, 1.0], [1.6, -3.0, 1.9], [-0.4, -6.1, 1.6], [4.3, -8.1, -5.8], [-4.3, 1.1, 1.1], [-4.5, 3.3, 3.3], [2.5, -0.8, -3.9], [0.3, 1.3, 0.3]], "lowdin_charge": [-0.373, 0.128, 0.006, 0.038, 0.078, 0.087, 0.019, 0.124, 0.092, 0.168, -0.083, 0.059, -0.331, 0.222, -0.183, -0.096, 0.044]}


3.
{"formula": "C4H8N4O", "method": "wB97M-V/def2-TZVPD", "gap_ev": 8.100, "max_force_ev_per_a": 7.007, "de_lowest_kcal_mol": 170.07, "smiles": "OCCN1C=NNC=N1", "lumo_energy_ha": 0.023, "species": ["C", "H", "H", "H", "N", "N", "H", "C", "O", "H", "C", "H", "N", "C", "H", "H", "N"], "coordinates": [[0.41653, -1.31309, 0.79681], [1.48058, -1.36021, 1.10448], [2.88467, 1.39882, -1.50126], [-2.70969, -1.05821, -1.04597], [-0.24718, -0.12362, 0.85522], [-1.46238, -2.52484, -0.17844], [-0.27018, 1.99315, 0.85538], [0.97288, 1.83358, -0.59129], [2.06899, 1.06020, -0.79111], [0.92319, 3.07187, -0.29111], [0.39668, 1.12120, 0.76690], [-1.93343, -3.25416, -0.66297], [-1.64912, -0.13568, 0.23290], [-2.02290, -1.26653, -0.26665], [1.11605, 1.20366, 1.78605], [0.09488, 1.68427, -1.16401], [-0.05957, -2.33039, 0.09507]], "forces_ev_per_a": [[-1.5, -1.4, -3.4], [-0.8, 0.1, -0.4], [-3.9, -1.1, 2.8], [-1.7, -0.4, -0.2], [-2.9, -0.7, 0.2], [1.0, 4.7, 1.7], [-1.0, -1.0, 1.3], [-1.4, 0.7, 4.5], [5.6, 1.1, -4.1], [1.2, -3.3, -1.0], [1.6, 4.0, 2.5], [1.1, -0.8, -0.5], [2.7, -0.5, -0.1], [0.7, 0.8, -0.2], [-1.4, -0.1, -3.1], [-0.4, -0.2, -1.9], [1.4, -2.2, 1.9]], "lowdin_charge": [-0.162, 0.134, 0.214, 0.101, -0.137, -0.010, 0.081, -0.309, -0.138, 0.174, -0.221, 0.112, 0.122, -0.233, 0.178, 0.071, 0.023]}


4.
{"formula": "C4H8N4O3P", "method": "wB97M-V/def2-TZVPD", "total_charge": 1, "gap_ev": 7.226, "max_force_ev_per_a": 1.154, "de_lowest_kcal_mol": 39.82, "smiles": "CP(O)n1cc(N)[nH+]c1ON=O", "lumo_energy_ha": -0.192, "species": ["H", "O", "C", "H", "N", "H", "H", "C", "N", "P", "N", "H", "N", "O", "C", "O", "C", "H", "H", "H"], "coordinates": [[3.02612, 1.55965, -1.36704], [-1.38976, 3.37164, -0.46741], [-0.41827, 0.74352, 0.18138], [-3.34948, -1.73831, 0.98246], [-1.66567, 0.30793, 0.42394], [3.80505, -0.32624, 0.46385], [-2.96808, -2.56679, -0.36975], [2.73182, -0.50754, 0.55332], [-3.02234, -1.63522, 0.02682], [1.93788, -0.30984, -1.07134], [-0.90688, 3.21895, 0.53091], [-2.39911, 0.83422, 0.87117], [0.25668, -0.21566, -0.44661], [2.09765, 1.29204, -1.33134], [-1.79454, -0.99849, -0.05288], [0.09035, 1.89240, 0.53149], [-0.60959, -1.32203, -0.57344], [2.56361, -1.53903, 0.87697], [2.30612, 0.16929, 1.29578], [-0.29154, -2.23046, -1.05830]], "forces_ev_per_a": [[-0.1, 0.1, -0.1], [0.3, -0.2, 0.7], [0.5, 0.6, -0.1], [0.0, 0.1, 0.0], [-0.1, 0.0, 0.0], [0.0, -0.1, 0.0], [-0.1, 0.1, -0.1], [-0.1, 0.0, 0.1], [0.2, -0.4, 0.1], [0.0, 0.0, 0.2], [-0.5, 0.6, -0.9], [0.0, 0.0, 0.0], [-0.3, -0.3, -0.3], [0.1, 0.0, -0.1], [-0.6, 0.3, 0.4], [0.0, -0.6, 0.4], [0.7, -0.3, -0.5], [0.2, 0.0, 0.0], [0.1, 0.1, 0.0], [0.0, 0.1, 0.0]], "lowdin_charge": [0.076, 0.227, -0.422, 0.109, 0.219, 0.051, 0.110, -0.251, 0.131, 0.929, 0.189, 0.178, -0.120, -0.288, -0.326, -0.001, -0.035, 0.049, 0.047, 0.126]}


5.
{"formula": "C4H8N5O3P", "method": "wB97M-V/def2-TZVPD", "total_charge": -2, "gap_ev": 8.424, "max_force_ev_per_a": 4.482, "de_lowest_kcal_mol": 0.00, "lumo_energy_ha": 0.239, "species": ["N", "H", "C", "H", "N", "C", "O", "O", "C", "H", "N", "N", "H", "H", "N", "H", "C", "P", "O", "H", "H"], "coordinates": [[-2.30650, 1.00895, -0.59342], [-0.66046, 2.05436, 0.18380], [0.65293, 0.43720, 0.47138], [0.37624, 1.85642, -0.98156], [-3.73763, -0.13889, 0.53946], [-0.09990, -2.03166, -0.09583], [2.93630, -1.23324, 0.53473], [3.20392, 1.27411, 0.78660], [-1.77516, -0.19311, -0.19052], [2.58988, 1.92923, 0.75175], [-2.67961, -0.86405, 0.48816], [0.27642, 1.78635, 0.04767], [0.34979, 0.46059, 1.47702], [-0.09079, -0.17906, -1.34435], [-3.58458, 0.99737, -0.09747], [0.79257, -2.22559, -0.53640], [-0.30409, -0.55083, -0.39277], [2.40359, 0.00994, -0.01148], [2.65990, 0.35318, -1.44185], [-0.82725, -2.68127, -0.64302], [-0.17556, -2.07000, 1.04811]], "forces_ev_per_a": [[-0.7, -1.0, 0.5], [-1.4, -0.4, 0.6], [-1.9, -0.6, -2.8], [0.2, -0.1, 0.8], [-2.7, 1.2, 0.2], [-2.7, 1.1, 1.1], [0.0, -1.8, 1.0], [2.1, -3.6, 0.5], [0.4, 2.5, -0.6], [-2.7, 3.5, -0.1], [1.5, -2.0, 0.6], [3.0, 1.0, -1.6], [0.3, -0.9, 1.7], [0.6, -0.3, -2.0], [1.7, -0.5, -0.4], [3.2, -1.2, -0.3], [-1.7, 0.5, 2.5], [1.4, 2.9, -0.1], [-1.1, -0.3, -0.7], [0.1, 0.6, 0.9], [0.3, -0.8, -1.8]], "lowdin_charge": [-0.047, 0.002, -0.351, 0.074, -0.211, -0.093, -0.359, -0.209, -0.431, -0.066, -0.050, -0.024, 0.098, 0.089, -0.163, 0.006, -0.318, 0.251, -0.382, 0.075, 0.109]}


6.
{"formula": "C4H8NO", "method": "wB97M-V/def2-TZVPD", "total_charge": 1, "gap_ev": 9.365, "max_force_ev_per_a": 4.241, "de_lowest_kcal_mol": 89.93, "lumo_energy_ha": -0.169, "species": ["H", "H", "C", "C", "C", "H", "H", "H", "H", "O", "H", "C", "N", "H"], "coordinates": [[3.46712, -1.28565, 0.55748], [-0.25904, -1.41673, -1.19391], [-1.96351, -0.99795, 0.44304], [-0.79048, 1.49694, -0.18520], [-0.92227, -0.93435, -0.54985], [-1.68500, 1.94520, -0.55227], [-1.86847, -1.20547, 1.53453], [3.83352, 0.10281, -0.54453], [-2.93554, -0.96057, 0.18953], [1.87623, -0.04229, 0.03870], [0.23132, 1.68105, -0.59778], [3.01237, -0.38018, -0.03382], [-1.20072, 0.15752, -0.02126], [-0.79553, 1.83966, 0.91533]], "forces_ev_per_a": [[-1.2, 1.0, -0.7], [0.9, -0.5, -1.0], [0.8, 0.2, 3.6], [0.1, 1.8, 3.9], [-0.2, 0.1, 1.3], [-0.1, 1.1, -1.0], [0.6, -0.4, -1.0], [-0.1, 0.9, -0.8], [-3.3, -0.3, -1.3], [-1.1, 0.3, -0.3], [-1.3, -0.6, -0.1], [2.3, -2.3, 1.8], [2.2, -1.5, -2.6], [0.4, 0.1, -1.6]], "lowdin_charge": [0.118, 0.146, 0.062, 0.020, 0.126, 0.105, 0.150, 0.081, 0.081, -0.019, 0.120, -0.111, -0.028, 0.148]}


7.
{"formula": "C4H8NO", "method": "wB97M-V/def2-TZVPD", "total_charge": 1, "gap_ev": 12.055, "max_force_ev_per_a": 4.275, "de_lowest_kcal_mol": 41.87, "smiles": "C=C1C[C@H](O)[NH2+]1", "lumo_energy_ha": -0.122, "species": ["N", "C", "H", "H", "H", "C", "H", "C", "C", "H", "H", "H", "H", "O"], "coordinates": [[0.19044, 1.00846, 0.22222], [0.27143, -1.19145, 0.14375], [0.56165, -1.61941, 1.16558], [0.73954, 1.20140, 1.08922], [1.32423, 0.11567, -1.45854], [-2.16905, -0.07000, 0.12099], [-2.73384, 0.77518, 0.09114], [1.11405, -0.07529, -0.36743], [-0.86413, -0.10022, 0.20226], [2.76559, -0.62732, 0.80933], [-0.02788, 1.86841, -0.23078], [-2.78809, -0.94990, 0.13328], [-0.00102, -1.99364, -0.60697], [2.37664, 0.10565, 0.29725]], "forces_ev_per_a": [[0.0, -1.6, 0.4], [-2.6, -0.7, -0.4], [-0.3, 0.7, -1.5], [-1.2, -0.1, 0.0], [-0.8, -0.5, 1.1], [1.1, -1.4, 0.3], [-1.2, 2.6, 0.0], [4.2, 0.8, 0.0], [1.3, -1.3, 1.3], [-0.8, 0.0, -0.5], [0.0, 0.8, -0.8], [0.4, -0.6, -0.2], [0.6, 0.8, 1.1], [-0.7, 0.4, -0.6]], "lowdin_charge": [0.193, -0.020, 0.163, 0.201, 0.193, 0.149, 0.055, -0.288, -0.198, 0.129, 0.172, 0.101, 0.153, -0.003]}


8.
{"formula": "C4H8NO", "method": "wB97M-V/def2-TZVPD", "total_charge": 1, "gap_ev": 9.224, "max_force_ev_per_a": 6.313, "de_lowest_kcal_mol": 34.68, "smiles": "C/[NH+]=C\\CC=O", "lumo_energy_ha": -0.194, "species": ["H", "H", "N", "C", "H", "C", "O", "H", "H", "H", "H", "C", "H", "C"], "coordinates": [[-1.78120, -0.50156, 0.76387], [1.84460, 0.14047, -0.13223], [-0.85139, 0.00037, 0.54341], [1.27135, -1.13657, -1.88046], [1.21631, -2.24743, -2.07674], [-0.73813, 1.34172, 0.16131], [1.28347, -0.34112, -2.71483], [-1.38507, 1.96759, 0.80757], [0.38823, 1.41950, 0.24685], [-1.08608, 1.44804, -0.95430], [-0.23768, -1.94328, 0.71156], [1.36560, -0.80431, -0.24593], [2.03876, -1.58879, 0.14953], [0.02376, -0.95846, 0.43463]], "forces_ev_per_a": [[1.3, 2.0, 0.0], [0.2, 0.8, 0.0], [-2.4, -5.8, 0.9], [-0.3, -2.8, 2.9], [0.1, 0.7, 0.2], [0.7, 1.3, -2.0], [0.0, 2.2, -1.5], [0.9, -0.2, -0.3], [-1.5, 1.5, -0.2], [0.8, 0.0, 2.1], [-0.7, -0.8, 0.4], [-0.5, -1.5, -0.2], [-0.3, 0.4, -0.2], [1.7, 2.3, -1.8]], "lowdin_charge": [0.222, 0.098, -0.012, -0.204, 0.146, -0.020, 0.150, 0.122, 0.116, 0.161, 0.140, -0.053, 0.128, 0.007]}